A.
{"formula": "C6H15N", "method": "ωB97M-V/def2-TZVPD", "homo_ha": -0.3124, "e_lumo_ha": 0.043, "total_charge": 0, "orbital_gap_ha": 0.356, "smiles": "CCNCC(C)C", "species": ["C", "N", "C", "C", "C", "C", "C", "H", "H", "H", "H", "H", "H", "H", "H", "H", "H", "H", "H", "H", "H", "H"], "xyz": [[-1.79, 1.13, 1.16], [-1.13, -0.08, 0.71], [0.32, -0.02, 0.50], [0.78, -0.82, -0.69], [0.60, -2.31, -0.55], [2.23, -0.46, -1.04], [-1.61, 2.29, 0.17], [-1.47, 1.42, 2.18], [-2.86, 0.90, 1.23], [-1.41, -0.88, 1.27], [0.58, 1.03, 0.35], [0.89, -0.27, 1.42], [0.20, -0.45, -1.54], [1.11, -2.68, 0.35], [-0.45, -2.59, -0.44], [1.04, -2.87, -1.36], [2.91, -0.62, -0.20], [2.28, 0.56, -1.40], [2.57, -1.07, -1.88], [-2.58, 2.70, -0.08], [-1.14, 1.94, -0.74], [-1.09, 3.14, 0.61]], "mulliken_charge": [-0.411, -0.253, -1.121, 1.052, -1.544, -1.594, -1.068, 0.295, 0.350, 0.220, 0.450, 0.364, 0.042, 0.341, 0.360, 0.417, 0.352, 0.393, 0.418, 0.336, 0.328, 0.274]}

B.
{"formula": "C6H15N", "method": "ωB97M-V/def2-TZVPD", "homo_ha": -0.3058, "e_lumo_ha": 0.041, "total_charge": 0, "orbital_gap_ha": 0.347, "smiles": "CCCNCCC", "species": ["C", "C", "C", "N", "C", "C", "C", "H", "H", "H", "H", "H", "H", "H", "H", "H", "H", "H", "H", "H", "H", "H"], "xyz": [[-0.15, 1.77, 0.74], [0.94, 2.63, 1.36], [0.51, 0.85, -0.33], [-0.36, 0.15, -1.24], [-1.21, -1.00, -0.98], [-0.63, -1.75, 0.30], [0.64, -2.56, -0.02], [-0.83, 2.31, 0.05], [-0.80, 1.24, 1.43], [0.63, 3.31, 2.16], [1.48, 3.28, 0.63], [1.76, 1.98, 1.61], [1.05, 1.58, -0.93], [1.27, 0.25, 0.17], [0.09, -0.07, -2.12], [-2.21, -0.64, -0.66], [-1.35, -1.74, -1.77], [-1.40, -2.50, 0.51], [-0.57, -1.21, 1.23], [0.57, -3.56, -0.46], [1.21, -2.00, -0.77], [1.31, -2.59, 0.85]], "mulliken_charge": [-0.183, -1.210, -0.837, -0.282, -0.783, -0.391, -1.124, 0.249, 0.301, 0.332, 0.299, 0.337, 0.464, 0.283, 0.255, 0.257, 0.401, 0.417, 0.309, 0.340, 0.265, 0.300]}

Which one sits at the top of the stability order? A does.

A.
{"formula": "C8H7N3O", "method": "ωB97M-V/def2-TZVPD", "homo_ha": -0.3467, "e_lumo_ha": -0.003, "total_charge": 0, "orbital_gap_ha": 0.344, "smiles": "CN(N=O)c1ccc(C#N)cc1", "species": ["C", "C", "C", "C", "C", "C", "C", "C", "H", "H", "H", "H", "H", "H", "H", "N", "N", "N", "O"], "xyz": [[1.77, -1.81, 0.88], [-0.22, -0.55, -0.01], [-0.89, 0.13, 0.97], [-1.30, 1.45, 0.79], [-1.13, 2.03, -0.42], [-0.56, 1.37, -1.47], [-0.10, 0.00, -1.30], [-1.34, 3.52, -0.56], [2.16, -0.78, 1.06], [1.90, -2.41, 1.83], [2.53, -2.13, 0.04], [-1.01, -0.38, 2.00], [-1.81, 2.02, 1.59], [-0.55, 1.83, -2.38], [0.57, -0.39, -2.07], [0.45, -1.76, 0.23], [0.12, -2.99, -0.21], [-1.58, 4.64, -0.98], [0.97, -3.79, 0.01]], "mulliken_charge": [-0.925, 0.041, -0.140, -0.413, 0.609, -0.620, -0.292, -0.120, 0.344, 0.285, 0.289, 0.288, 0.356, 0.482, 0.352, 0.549, -0.169, -0.480, -0.436]}

B.
{"formula": "C8H7N3O", "method": "ωB97M-V/def2-TZVPD", "homo_ha": -0.3225, "e_lumo_ha": 0.021, "total_charge": 0, "orbital_gap_ha": 0.343, "smiles": "N#C[C@@H]1c2ncccc2N[C@H]1O", "species": ["C", "C", "C", "C", "C", "C", "C", "C", "N", "N", "N", "O", "H", "H", "H", "H", "H", "H", "H"], "xyz": [[-2.41, -1.86, 0.09], [2.27, -1.04, 0.36], [1.60, 0.22, 0.51], [1.67, -2.15, -0.23], [0.28, 0.26, 0.11], [-0.28, -0.94, -0.41], [-1.80, -0.83, -0.57], [-1.98, 0.86, 0.19], [-2.80, -2.76, 0.68], [0.40, -2.08, -0.62], [-0.60, 1.28, 0.28], [-2.79, 1.66, -0.57], [3.37, -1.22, 0.66], [2.02, 1.04, 0.91], [2.34, -2.93, -0.27], [-2.04, -0.78, -1.63], [-2.41, 0.54, 1.12], [-0.29, 1.93, 0.91], [-2.32, 1.82, -1.31]], "mulliken_charge": [0.247, -0.194, -0.862, -0.354, 0.362, 0.271, 0.118, -0.261, -0.463, -0.593, -0.274, -0.470, 0.229, 0.554, 0.421, 0.261, 0.492, 0.177, 0.341]}

Which one sits at the top of the stability order? B does.

A.
{"formula": "C25H32N2O3", "method": "ωB97M-V/def2-TZVPD", "homo_ha": -0.2961, "e_lumo_ha": 0.026, "total_charge": 0, "orbital_gap_ha": 0.322, "smiles": "COc1ccc(C(=O)NC2CC2)cc1OC1CCN(Cc2cc(C)cc(C)c2)CC1", "species": ["C", "H", "O", "C", "C", "C", "C", "C", "C", "O", "C", "C", "C", "N", "C", "C", "H", "H", "H", "H", "C", "C", "C", "C", "C", "C", "C", "H", "C", "H", "H", "H", "H", "C", "H", "H", "H", "H", "H", "H", "H", "H", "H", "H", "H", "H", "C", "O", "N", "C", "C", "C", "H", "H", "H", "H", "H", "H", "H", "H", "H", "H"], "xyz": [[-6.54, -0.38, 1.03], [-6.95, 0.32, 0.29], [-5.28, -0.87, 0.65], [-4.26, 0.01, 0.50], [-4.36, 1.38, 0.69], [-3.25, 2.20, 0.51], [-2.04, 1.66, 0.13], [-1.93, 0.28, -0.05], [-3.02, -0.56, 0.14], [-3.04, -1.91, 0.01], [-1.87, -2.65, -0.30], [-1.38, -2.32, -1.73], [0.10, -2.62, -1.95], [0.88, -2.06, -0.87], [0.60, -2.82, 0.34], [-0.81, -2.52, 0.82], [-1.08, -3.21, 1.62], [-0.84, -1.51, 1.23], [1.31, -2.52, 1.12], [0.72, -3.90, 0.16], [2.31, -2.01, -1.16], [3.06, -1.17, -0.16], [4.39, -1.42, 0.10], [5.12, -0.63, 0.98], [4.48, 0.43, 1.61], [3.13, 0.70, 1.38], [2.43, -0.11, 0.49], [1.39, 0.09, 0.30], [2.45, 1.83, 2.09], [2.22, 1.54, 3.11], [1.53, 2.11, 1.60], [3.10, 2.70, 2.13], [5.03, 1.05, 2.30], [6.57, -0.91, 1.23], [6.95, -0.32, 2.06], [7.16, -0.67, 0.34], [6.72, -1.97, 1.45], [4.89, -2.25, -0.40], [2.42, -1.56, -2.15], [2.75, -3.02, -1.20], [0.42, -2.17, -2.89], [0.25, -3.72, -2.03], [-1.98, -2.89, -2.44], [-1.56, -1.27, -1.93], [-2.23, -3.68, -0.30], [-0.96, -0.13, -0.30], [-0.88, 2.58, -0.04], [-0.75, 3.60, 0.60], [0.03, 2.19, -0.98], [1.17, 2.97, -1.31], [1.57, 3.14, -2.75], [2.41, 2.30, -1.82], [3.36, 2.68, -1.50], [2.39, 1.23, -1.95], [1.95, 4.10, -3.06], [0.98, 2.64, -3.50], [1.26, 3.81, -0.64], [-0.15, 1.37, -1.55], [-3.33, 3.26, 0.67], [-5.30, 1.83, 0.97], [-6.51, 0.11, 2.01], [-7.19, -1.25, 1.08]], "mulliken_charge": [-1.004, 0.371, -0.445, 0.760, -0.376, -1.186, -0.010, 0.490, 0.676, -0.386, -0.330, -0.549, -1.168, 0.830, -1.024, -0.699, 0.459, 0.293, 0.483, 0.434, -1.718, 0.910, -0.946, 0.741, -0.835, 0.218, 0.539, 0.559, -1.584, 0.398, 0.109, 0.416, 0.355, -1.592, 0.368, 0.303, 0.365, 0.439, 0.418, 0.278, 0.420, 0.419, 0.437, 0.244, 0.487, -0.553, 0.262, -0.691, -0.081, -0.168, -0.722, -0.458, 0.257, 0.042, 0.259, 0.253, 0.553, 0.151, 0.482, 0.416, 0.379, 0.250]}

B.
{"formula": "C25H32N2O3", "method": "ωB97M-V/def2-TZVPD", "homo_ha": -0.3006, "e_lumo_ha": 0.017, "total_charge": 0, "orbital_gap_ha": 0.318, "smiles": "O=C(c1ccc(OC2CCN(CCc3ccccc3)CC2)cc1)N1CCC[C@H]1CO", "species": ["O", "C", "N", "C", "C", "H", "C", "H", "H", "C", "C", "O", "H", "H", "H", "H", "H", "H", "H", "C", "C", "C", "C", "C", "C", "H", "H", "O", "C", "C", "C", "N", "C", "C", "H", "H", "H", "H", "C", "H", "C", "C", "C", "C", "C", "C", "C", "H", "H", "H", "H", "H", "H", "H", "H", "H", "H", "H", "H", "H", "H", "H"], "xyz": [[2.23, 2.64, 4.12], [2.13, 1.34, 3.87], [2.92, 0.40, 4.47], [3.10, -0.95, 4.24], [4.68, -1.40, 4.61], [5.28, -1.07, 3.96], [4.82, -0.19, 5.96], [4.28, -0.87, 6.81], [5.87, -0.40, 6.20], [4.17, 0.93, 5.38], [5.05, 1.74, 4.84], [4.90, 3.05, 4.92], [4.09, 3.28, 4.43], [6.07, 1.68, 5.15], [5.28, 1.41, 3.60], [3.75, 1.64, 6.33], [4.62, -2.28, 4.93], [2.36, -1.36, 4.94], [2.79, -1.27, 3.21], [1.03, 0.84, 3.26], [0.21, -0.14, 3.78], [-0.98, -0.45, 3.18], [-1.11, -0.25, 1.72], [-0.12, 0.72, 1.19], [0.98, 0.80, 1.89], [1.66, 1.72, 1.35], [0.04, 0.96, -0.07], [-2.19, -0.88, 1.05], [-2.28, -0.39, -0.30], [-3.79, -0.75, -0.69], [-4.12, -0.73, -2.11], [-3.11, -1.60, -2.93], [-1.86, -1.18, -2.73], [-1.32, -1.36, -1.32], [-0.31, -1.15, -1.12], [-1.79, -2.52, -0.92], [-1.52, -0.29, -3.06], [-1.34, -1.61, -3.30], [-3.65, -1.74, -4.24], [-4.68, -2.19, -4.05], [-3.82, -0.33, -5.28], [-2.54, 0.37, -5.29], [-2.14, 1.54, -4.99], [-0.88, 2.19, -5.33], [0.04, 1.34, -5.90], [-0.27, 0.14, -6.62], [-1.44, -0.39, -6.32], [-1.62, -1.38, -6.74], [0.49, -0.53, -7.00], [0.95, 1.92, -6.04], [-0.85, 3.04, -4.96], [-2.99, 1.94, -4.52], [-4.56, 0.08, -4.91], [-4.21, -0.73, -6.22], [-2.99, -2.31, -4.83], [-4.09, 0.56, -2.34], [-5.01, -0.91, -2.38], [-4.39, -0.12, 0.02], [-4.06, -1.89, -0.35], [-2.31, 0.79, -0.66], [-1.61, -1.23, 3.33], [0.12, -0.23, 4.79]], "mulliken_charge": [-0.786, -0.014, 0.383, -0.382, -1.552, 0.575, -0.899, 0.298, 0.344, 0.531, -0.680, -0.563, 0.400, 0.325, 0.102, 0.117, 0.648, 0.385, 0.301, 0.842, -0.470, -1.237, 0.540, -0.230, -0.262, 0.094, 0.119, -0.379, 0.093, -0.680, -0.949, 0.059, -2.197, -1.085, 0.588, 0.243, 0.667, 1.959, -1.010, 0.478, -2.077, 1.068, -0.004, -1.026, -0.300, -0.515, -0.327, 0.248, 0.311, 0.345, 0.657, 0.334, 0.854, 0.366, 0.489, 0.070, 0.930, 0.329, 0.211, 0.196, 0.583, 0.546]}

Which one sits at the top of the stability order? A does.